1.
55
Properties=species:S:1:pos:R:3:mulliken_charge:R:1 method="wB97M-V/def2-TZVPD" mol_weight_g_mol=423.90 lumo_ev=0.7 e_homo_ev=-8.47 relative_energy_kcal_mol=0.2 smiles="COc1ccc(OCc2cc(C(=O)NCC(C)(C)N3CCOCC3)no2)c(Cl)c1" homo_lumo_gap_ev=9.15 total_energy_ha=-1778.31413
C -2.21 -3.94 -0.51 -0.890
O -2.31 -2.91 -1.47 -0.451
C -2.93 -1.76 -1.13 0.598
C -2.98 -0.77 -2.11 -0.720
C -3.59 0.44 -1.85 -0.225
C -4.19 0.70 -0.62 -0.049
O -4.78 1.93 -0.45 -0.551
C -4.20 2.77 0.55 -0.931
C -2.71 2.70 0.47 0.828
C -1.78 3.34 -0.30 -1.126
C -0.58 2.65 -0.01 0.818
C 0.78 2.85 -0.59 0.223
O 1.16 3.89 -1.10 -0.705
N 1.49 1.71 -0.50 0.267
C 2.88 1.52 -0.83 -1.606
C 3.48 0.53 0.20 1.760
C 3.75 1.31 1.49 -2.084
C 4.81 -0.03 -0.33 -1.968
N 2.46 -0.50 0.42 0.763
C 2.42 -1.24 1.66 -0.799
C 1.00 -1.82 1.80 -0.595
O 0.67 -2.67 0.73 -0.482
C 0.79 -1.99 -0.50 -0.189
C 2.20 -1.42 -0.68 -0.922
N -0.80 1.70 0.86 -0.351
O -2.11 1.73 1.17 -0.104
C -4.16 -0.30 0.34 0.439
Cl -4.93 -0.08 1.87 -0.245
C -3.53 -1.51 0.10 -0.348
H -3.19 -4.27 -0.16 0.402
H -1.59 -3.63 0.34 0.307
H -1.72 -4.77 -1.02 0.229
H -2.52 -0.97 -3.07 0.445
H -3.62 1.21 -2.60 0.430
H -4.56 3.77 0.33 0.405
H -4.53 2.46 1.56 0.355
H -1.92 4.16 -0.98 0.469
H 1.10 0.94 0.03 0.018
H 3.39 2.48 -0.81 0.581
H 2.96 1.13 -1.85 0.346
H 4.28 0.71 2.22 0.477
H 4.36 2.18 1.26 0.461
H 2.81 1.66 1.92 0.436
H 5.53 0.77 -0.46 0.477
H 4.68 -0.53 -1.29 0.376
H 5.22 -0.75 0.38 0.367
H 2.60 -0.59 2.51 0.474
H 3.15 -2.07 1.67 0.238
H 0.92 -2.43 2.71 0.442
H 0.28 -0.99 1.85 0.131
H 0.57 -2.72 -1.28 0.459
H 0.06 -1.17 -0.54 -0.001
H 2.25 -0.90 -1.63 0.397
H 2.92 -2.25 -0.69 0.421
H -3.52 -2.25 0.89 0.504

2.
62
Properties=species:S:1:pos:R:3:mulliken_charge:R:1 method="wB97M-V/def2-TZVPD" mol_weight_g_mol=719.09 lumo_ev=-2.3 e_homo_ev=-8.79 relative_energy_kcal_mol=0.0 homo_lumo_gap_ev=6.49 total_energy_ha=-2341.33269
Hg 33.19 23.13 -10.86 1.705
C 32.09 23.85 -7.82 -0.433
O 32.53 24.12 -9.12 -0.890
H 32.19 22.79 -7.56 0.190
H 32.64 24.50 -7.13 0.295
H 31.03 24.11 -7.67 0.106
C 32.83 20.20 -9.66 -0.313
O 32.82 20.96 -10.82 -0.779
H 33.85 19.97 -9.30 -0.215
H 32.48 20.79 -8.80 0.175
H 32.17 19.33 -9.67 0.381
C 31.64 19.53 -13.57 0.443
C 32.69 18.46 -13.27 0.415
O 31.97 17.22 -13.25 -0.286
S 30.41 17.42 -13.57 1.125
O 29.68 17.58 -12.36 -0.532
O 30.05 16.46 -14.53 -0.561
O 30.58 18.86 -14.25 -0.357
H 32.10 20.33 -14.15 0.386
H 31.29 20.09 -12.71 -0.491
H 33.09 18.62 -12.27 -0.359
H 33.49 18.45 -14.01 0.256
C 28.25 21.20 -11.75 -0.371
C 29.23 21.36 -10.79 0.258
C 29.01 22.16 -9.69 -0.276
C 27.73 22.67 -9.50 0.061
C 26.70 22.37 -10.38 -0.490
C 26.95 21.66 -11.53 -0.583
N 27.42 23.52 -8.36 0.976
O 28.35 23.79 -7.62 -0.604
O 26.31 24.00 -8.24 -0.600
H 28.44 20.56 -12.61 0.332
H 30.22 20.96 -10.98 0.036
H 29.73 22.34 -8.90 0.382
H 25.69 22.72 -10.21 0.428
H 26.24 21.46 -12.32 0.390
C 34.79 17.01 -10.00 0.086
C 35.85 17.30 -9.15 -0.280
C 36.24 16.27 -8.29 -0.381
C 35.61 15.05 -8.28 0.000
C 34.47 14.85 -9.06 -0.336
C 34.16 15.77 -10.04 -0.735
N 36.21 13.91 -7.60 0.956
O 37.39 13.95 -7.34 -0.568
O 35.51 12.94 -7.40 -0.593
H 34.44 17.76 -10.70 0.333
H 36.17 18.30 -8.92 0.134
H 37.04 16.42 -7.57 0.386
H 34.01 13.87 -8.99 0.462
H 33.35 15.64 -10.75 0.458
O 35.45 22.70 -10.10 -0.534
C 36.42 22.25 -9.56 0.007
O 37.55 22.96 -9.46 -0.378
C 38.55 22.23 -8.73 -0.480
C 37.80 21.15 -7.97 -0.659
C 36.62 20.90 -8.91 0.050
H 39.15 22.85 -8.06 0.350
H 39.29 21.89 -9.46 0.276
H 37.52 21.56 -7.00 0.329
H 38.47 20.31 -7.80 0.325
H 35.77 20.63 -8.28 0.312
H 36.93 20.17 -9.66 0.282

3.
56
Properties=species:S:1:pos:R:3:mulliken_spin:R:1 method="wB97M-V/def2-TZVPD" total_charge=+2 mol_weight_g_mol=646.84 lumo_ev="-5.5 / -8.2" multiplicity=3 e_homo_ev="-12.22 / -14.07" s2=2.03 homo_lumo_gap_ev="6.70 / 5.85" total_energy_ha=-2270.79128
Pd 0.90 0.68 0.02 0.756
I 3.65 0.94 0.29 0.118
C 3.40 3.02 0.15 0.114
C 4.55 3.79 0.21 0.004
C 4.45 5.17 0.11 0.034
C 3.21 5.76 -0.06 0.137
C 2.05 4.98 -0.11 0.017
C 0.79 5.59 -0.29 0.235
C -0.38 4.83 -0.36 0.038
C -0.30 3.46 -0.22 0.022
C 0.93 2.76 -0.05 0.428
C 2.12 3.56 0.00 0.026
H 5.52 3.33 0.34 -0.011
H 5.34 5.78 0.16 0.003
H 3.12 6.84 -0.15 0.004
H 0.74 6.67 -0.38 0.000
H -1.33 5.31 -0.51 0.006
H -1.22 2.89 -0.26 0.004
C -5.63 1.25 -1.17 0.000
C -4.90 -0.07 -0.89 0.000
C -3.64 0.14 -0.11 0.004
N -2.46 0.16 -0.62 -0.001
N -1.48 0.43 0.30 0.011
C -1.94 0.60 1.51 -0.008
N -1.15 0.83 2.60 -0.002
S -3.65 0.44 1.61 0.006
H -6.54 1.06 -1.74 0.000
H -4.99 1.92 -1.74 0.000
H -5.91 1.75 -0.24 0.000
H -4.63 -0.56 -1.82 0.000
H -5.56 -0.75 -0.34 0.000
H -0.24 1.22 2.39 -0.001
H -1.58 1.16 3.44 0.000
C 1.75 -4.67 0.75 -0.001
N 1.87 -4.22 -0.72 0.001
C 0.57 -4.62 -1.44 0.002
N -0.56 -4.08 -0.78 0.004
C -0.61 -4.53 0.61 0.001
N 0.59 -4.12 1.35 0.001
C 0.66 -2.67 1.55 -0.008
P 0.73 -1.75 -0.06 0.053
C 2.10 -2.74 -0.82 0.002
C -0.67 -2.62 -0.90 0.000
H 2.66 -4.34 1.26 0.000
H 1.71 -5.76 0.73 0.000
H 2.65 -4.72 -1.15 0.000
H 0.55 -5.71 -1.43 0.000
H 0.65 -4.27 -2.46 0.000
H -0.68 -5.62 0.64 0.000
H -1.49 -4.11 1.10 0.000
H 1.54 -2.42 2.15 0.001
H -0.21 -2.34 2.11 0.002
H 3.04 -2.51 -0.31 -0.001
H 2.21 -2.48 -1.87 -0.002
H -0.70 -2.33 -1.95 -0.001
H -1.61 -2.29 -0.46 0.001

4.
59
Properties=species:S:1:pos:R:3:mulliken_spin:R:1 method="wB97M-V/def2-TZVPD" total_charge=+2 mol_weight_g_mol=586.62 lumo_ev="-6.4 / -7.4" multiplicity=3 e_homo_ev="-13.70 / -13.90" relative_energy_kcal_mol=0.9 s2=2.03 homo_lumo_gap_ev="7.28 / 6.47" total_energy_ha=-2553.38157
Mo 0.20 0.32 -1.04 1.901
C 3.82 -3.16 1.83 -0.001
S 4.00 -1.44 1.33 0.001
C 2.64 -1.23 0.30 0.003
S 2.58 0.29 -0.55 -0.021
N 1.74 -2.15 0.15 0.004
N 0.77 -1.74 -0.75 -0.068
C 0.15 -2.68 -1.38 0.075
C -0.83 -2.26 -2.35 0.012
C -1.54 -3.14 -3.14 0.017
C -2.43 -2.62 -4.07 0.022
C -2.56 -1.24 -4.18 -0.006
C -1.81 -0.42 -3.35 0.058
N -0.96 -0.92 -2.45 -0.068
H 4.67 -3.35 2.49 0.000
H 3.87 -3.81 0.97 0.000
H 2.89 -3.31 2.37 0.000
H 0.41 -3.72 -1.19 0.001
H -1.40 -4.20 -3.03 0.000
H -3.01 -3.27 -4.71 0.000
H -3.23 -0.79 -4.89 0.000
H -1.88 0.65 -3.40 0.007
C 3.23 3.55 -4.87 -0.001
C 1.77 3.92 -4.63 0.003
N 1.45 4.03 -3.21 0.004
C 1.08 3.05 -2.40 0.019
S 0.81 1.47 -3.08 0.024
N 0.91 3.37 -1.12 0.009
N 0.61 2.32 -0.31 -0.025
C 0.53 2.55 0.96 0.002
C 0.82 3.89 1.53 -0.003
C 0.15 1.40 1.79 0.014
C 0.08 1.46 3.18 -0.004
C -0.32 0.34 3.89 0.009
C -0.64 -0.82 3.20 -0.003
C -0.53 -0.82 1.82 0.022
N -0.13 0.25 1.13 -0.029
H 3.43 3.51 -5.94 0.000
H 3.46 2.58 -4.43 0.001
H 3.90 4.30 -4.43 0.000
H 1.11 3.17 -5.07 -0.001
H 1.52 4.87 -5.09 0.000
H 1.69 4.90 -2.74 0.000
H 0.43 4.67 0.88 0.000
H 1.90 4.04 1.58 0.000
H 0.40 4.01 2.53 0.000
H 0.33 2.37 3.69 0.000
H -0.38 0.37 4.97 0.000
H -0.97 -1.71 3.71 0.000
H -0.76 -1.71 1.26 0.002
C -3.82 1.96 -0.07 0.000
C -2.47 2.19 -0.67 0.004
N -2.07 3.43 -0.85 0.011
O -1.77 1.20 -1.01 0.002
H -3.86 2.39 0.93 0.000
H -4.03 0.89 -0.02 -0.001
H -4.59 2.44 -0.67 0.001
H -2.66 4.20 -0.58 0.000
H -1.14 3.64 -1.21 0.001

5.
52
Properties=species:S:1:pos:R:3:mulliken_spin:R:1 method="wB97M-V/def2-TZVPD" mol_weight_g_mol=405.47 lumo_ev="0.2 / 0.1" multiplicity=4 e_homo_ev="-5.51 / -7.39" relative_energy_kcal_mol=0.0 s2=3.77 homo_lumo_gap_ev="5.72 / 7.47" total_energy_ha=-2271.00402
C -1.44 0.28 1.64 0.009
C -0.10 -0.08 1.99 0.027
C 0.30 0.75 3.09 0.041
H 0.47 -0.91 1.57 0.004
C -0.79 1.61 3.42 0.101
C -1.87 1.33 2.52 -0.081
H -2.87 1.77 2.58 0.000
H -2.09 -0.29 0.96 -0.008
H 1.23 0.67 3.65 0.009
H -0.85 2.29 4.27 0.013
V -0.10 2.07 1.30 2.825
C 1.45 2.09 0.34 -0.168
H 2.21 2.56 0.99 0.037
H 1.28 2.74 -0.55 0.017
H 1.72 1.06 0.04 0.046
Si 0.67 -2.12 -1.32 0.007
C -0.14 -2.20 -3.02 -0.001
C -1.27 -3.01 -3.26 0.000
H -1.54 -3.80 -2.55 0.000
C -2.08 -2.81 -4.39 0.000
H -3.01 -3.38 -4.50 0.000
C -1.72 -1.86 -5.35 0.000
H -2.35 -1.72 -6.24 0.000
C -0.57 -1.08 -5.15 0.000
H -0.32 -0.32 -5.89 0.000
C 0.22 -1.26 -4.01 0.001
H 1.11 -0.64 -3.89 0.000
C 2.02 -2.96 -0.28 -0.003
C 2.29 -4.34 -0.36 -0.001
H 2.10 -4.87 -1.29 0.000
C 2.73 -5.02 0.77 0.000
H 2.75 -6.11 0.76 0.000
C 3.09 -4.35 1.94 0.000
H 3.36 -4.90 2.84 0.000
C 3.02 -2.95 1.95 0.000
H 3.29 -2.40 2.86 0.000
C 2.54 -2.26 0.84 0.005
H 2.55 -1.15 0.87 0.000
H 0.94 -0.66 -1.17 0.011
H -0.41 -2.53 -0.55 0.000
C -1.19 5.94 2.47 0.007
O -2.11 5.16 1.60 0.002
C -1.45 4.20 0.97 -0.005
O -0.22 4.26 0.76 0.050
N -2.25 3.17 0.54 0.053
N -1.43 2.21 -0.24 -0.021
H -1.83 6.70 2.92 0.000
H -0.38 6.38 1.87 0.000
H -0.79 5.27 3.25 0.002
H -3.10 3.46 0.05 0.014
H -1.98 1.38 -0.51 0.002
H -1.09 2.65 -1.11 0.006

6.
51
Properties=species:S:1:pos:R:3:mulliken_charge:R:1 method="wB97M-V/def2-TZVPD" mol_weight_g_mol=342.44 lumo_ev=0.6 e_homo_ev=-7.99 relative_energy_kcal_mol=41.3 smiles="CCN(CCCNC(=O)c1c(C)cc(=O)oc1C)c1cccc(C)c1" homo_lumo_gap_ev=8.55 total_energy_ha=-1112.97406
C 0.86 4.12 0.49 -1.123
C 0.20 3.04 1.35 -0.853
N 0.66 1.70 1.03 0.587
C 1.86 1.30 1.74 -0.790
C 1.51 0.81 3.15 -0.853
C 1.11 -0.67 3.17 -0.832
N 0.25 -0.99 2.05 0.052
C 0.40 -2.14 1.36 -0.338
O 1.13 -3.04 1.75 -0.681
C -0.39 -2.22 0.09 0.962
C 0.26 -2.66 -1.11 1.478
C 1.72 -2.99 -1.10 -1.746
C -0.47 -2.75 -2.25 -0.855
C -1.86 -2.40 -2.29 0.158
O -2.58 -2.40 -3.27 -0.657
O -2.42 -2.04 -1.09 -0.386
C -1.72 -1.95 0.05 0.785
C -2.58 -1.56 1.21 -1.497
C 0.43 1.27 -0.29 -0.373
C 1.42 0.77 -1.13 -0.594
C 1.10 0.34 -2.40 -1.111
C -0.20 0.40 -2.87 -0.284
C -1.21 0.90 -2.05 0.331
C -2.61 0.99 -2.56 -1.668
C -0.89 1.31 -0.77 0.494
H 1.94 4.10 0.61 0.259
H 0.62 3.96 -0.56 0.253
H 0.50 5.11 0.78 0.450
H -0.88 3.10 1.22 0.376
H 0.42 3.23 2.40 0.460
H 2.58 2.13 1.80 0.478
H 2.35 0.48 1.21 0.383
H 2.36 0.94 3.81 0.414
H 0.69 1.41 3.54 0.396
H 1.99 -1.32 3.09 0.444
H 0.60 -0.90 4.11 0.336
H -0.26 -0.22 1.64 0.124
H 2.29 -2.09 -0.85 0.265
H 2.04 -3.37 -2.06 0.396
H 1.92 -3.72 -0.32 0.427
H -0.03 -3.06 -3.18 0.412
H -3.56 -2.01 1.08 0.478
H -2.71 -0.48 1.23 0.226
H -2.14 -1.89 2.15 0.397
H 2.45 0.75 -0.81 0.630
H 1.88 -0.04 -3.04 0.403
H -0.44 0.06 -3.87 0.448
H -2.67 1.74 -3.35 0.435
H -3.30 1.26 -1.77 0.328
H -2.93 0.04 -2.99 0.348
H -1.68 1.69 -0.14 0.225